Version i
Molecular formula: C6H10OS
Method: DFT, ωB97M-V/def2-TZVPD

Computed properties:
HOMO (eV): -9.0
Frontier orbital gap (eV): 9.700
SMILES: C/C=C1/COC[C@H]1S

The geometry in ORCA input format:
```
! wB97M-V def2-TZVPD RIJCOSX def2/J DEFGRID3
* xyz 0 1
C -2.4879 0.4462 0.0986
C -1.4775 -0.5169 -0.4767
C -0.1465 -0.3999 -0.3591
C 0.8428 -1.4979 -0.7873
O 2.1009 -1.0518 -0.3593
C 1.9325 -0.0864 0.7095
C 0.6349 0.6640 0.3775
S 1.0068 2.0135 -0.7513
H -2.6690 0.2625 1.1514
H -1.9810 1.4414 0.0383
H -3.4505 0.4699 -0.3936
H -1.8460 -1.4670 -0.8345
H 0.9268 -1.6428 -1.9084
H 0.6023 -2.4867 -0.3986
H 2.7673 0.5991 0.8842
H 1.7610 -0.7312 1.5945
H 0.1160 1.0739 1.2331
H 1.3674 2.9101 0.1818
*
```

Version ii
Molecular formula: C6H10OS
Method: DFT, ωB97M-V/def2-TZVPD

Computed properties:
HOMO (eV): -8.8
Frontier orbital gap (eV): 9.412
SMILES: O=C[C@H]1CCCSC1

The geometry in ORCA input format:
```
! wB97M-V def2-TZVPD RIJCOSX def2/J DEFGRID3
* xyz 0 1
O 2.4747 1.2271 0.4981
C 1.2219 1.3930 0.4090
C 0.2411 0.8982 -0.6665
C 0.5869 -0.5926 -1.0740
C -0.1802 -1.5027 -0.1397
C -0.4294 -1.2708 1.3035
S -1.4910 0.2152 1.4155
C -1.2106 1.2711 -0.1182
H 0.7529 1.8909 1.2701
H 0.4068 1.6110 -1.5545
H 0.4167 -0.7708 -2.2102
H 1.6837 -0.6920 -0.9286
H 0.3643 -2.4228 -0.2201
H -1.1650 -1.6551 -0.6572
H 0.4969 -1.0973 1.8013
H -0.9918 -2.0529 1.7582
H -1.8773 1.1547 -0.9943
H -1.3008 2.3958 0.1078
*
```

Quick one: least stable of them? version ii